Entry 1:
The following is a quantum chemistry calculation of a gas-phase ion, C18H22NO4 (charge +1), from the Open Molecules 2025 dataset.

Computed properties:
SMILES string: CCOc1cc(C[NH2+]Cc2ccc3c(c2)OCO3)ccc1OC
Max |F| in eV Å⁻¹: 1.33
Relative energy (zero: lowest compared OMol25 entry of this formula, charge and spin) in kJ/mol: 0.00
Lowest unoccupied orbital energy in eV: -2.66

```
! wB97M-V def2-TZVPD RIJCOSX def2/J DEFGRID3
* xyz 1 1
H 2.2724 -0.8881 -1.7953
H 2.1706 2.7689 -4.6934
H 2.4994 1.2726 -2.8911
C 1.5321 -0.3884 4.9828
O 2.0176 -0.3741 6.2443
C 1.5134 0.9115 -2.6511
H -3.8460 2.4382 -3.0179
H -4.6938 0.2775 -3.9171
O 0.4046 2.8493 -3.6024
H -1.0283 -2.4710 -0.9681
H -3.0492 -0.3744 -3.9496
O 0.5315 -2.1163 6.0237
C -1.0087 -0.0700 -2.0318
H 2.5092 1.2663 4.0415
C 1.3827 -0.3165 -2.0187
C 1.6380 3.4144 -3.9890
H -3.4770 0.9885 -4.9822
C 0.1287 -0.8127 -1.7087
C 0.0057 -2.1253 -0.9904
H 2.1479 -2.1382 7.3086
H 1.3527 0.8570 1.8892
H -3.4543 1.1042 -1.9155
H 0.6263 -2.8873 -1.4668
H -1.9792 -0.4730 -1.7902
H -0.7274 -2.5070 3.5786
C 0.6233 -1.4495 4.8480
C 1.1616 0.2036 2.7272
C -3.2606 1.5221 -2.9117
O -1.9172 1.9610 -3.0184
C 1.8162 0.4507 3.9314
C -0.0203 -1.6984 3.6622
C -0.3967 -1.0862 1.2605
N 0.4812 -1.9628 0.4230
C -3.6428 0.5350 -4.0090
H 0.7983 -1.0451 7.7694
H 1.4117 -1.5248 0.3904
C 0.3938 1.6568 -2.9855
H -1.3592 -1.5852 1.3805
H 1.3866 4.3525 -4.4795
C -0.9007 1.1525 -2.6721
C 0.2575 -0.8395 2.5893
H 0.5758 -2.8728 0.8877
H -0.5390 -0.1536 0.7112
H 2.2746 3.6186 -3.1229
C 1.3872 -1.4409 6.9289
*
```

=====

Entry 2:
The following is a quantum chemistry calculation of a single C4H12N2 molecule, from the Open Molecules 2025 dataset.

Computed properties:
SMILES string: CN[C@@H](C)CN
Max |F| in eV Å⁻¹: 5.34
Relative energy (zero: lowest compared OMol25 entry of this formula, charge and spin) in kJ/mol: 248.44
Lowest unoccupied orbital energy in eV: 0.98

```
! wB97M-V def2-TZVPD RIJCOSX def2/J DEFGRID3
* xyz 0 1
N 0.8348 0.6736 0.8543
H -0.0390 2.7157 0.7588
H -0.9252 -0.6131 1.3453
H 1.3502 2.5144 -0.3010
C 0.9455 2.1701 0.6294
C 0.2081 -1.5769 -0.0499
H -0.4817 0.6131 -1.4637
H 0.9664 -1.0439 -0.8020
H -1.3192 1.5587 0.0896
H 0.7186 -2.0994 0.7921
H 1.6572 0.2432 0.4192
N -0.8685 -2.4446 -0.6912
C -0.2996 -0.2036 0.5361
H -0.5647 -3.4578 -0.5903
H -2.0951 -0.0139 -0.6785
H -0.6452 -2.3283 -1.6764
C -1.1051 0.6621 -0.4712
H 1.6626 2.6304 1.2996
*
```

=====

Entry 3:
The following is a quantum chemistry calculation of a single C4H5N3O molecule, from the Open Molecules 2025 dataset.

Computed properties:
SMILES string: C=NNCC(=O)C#N
Max |F| in eV Å⁻¹: 1.96
Relative energy (zero: lowest compared OMol25 entry of this formula, charge and spin) in kJ/mol: 330.74
Lowest unoccupied orbital energy in eV: -0.33

```
! wB97M-V def2-TZVPD RIJCOSX def2/J DEFGRID3
* xyz 0 1
C -0.6646 -0.6064 0.2549
N -4.0321 -0.0967 -0.5581
H 3.0574 1.1207 -1.2321
N 1.3444 0.3846 -0.4588
C 2.6290 0.4652 -0.4902
O -1.3294 1.7370 0.4623
H 3.2697 -0.1035 0.1990
H 1.2736 -0.9826 1.0065
C -2.9786 0.1961 -0.2420
C -1.6139 0.6087 0.1548
N 0.7280 -0.2663 0.5206
H -1.0072 -1.2757 1.0778
H -0.6763 -1.1810 -0.6947
*
```

=====

Entry 4:
The following is a quantum chemistry calculation of a molecular structure, C32H30BN10O2S2SeSn, from the Open Molecules 2025 dataset.

Computed properties:
Max |F| in eV Å⁻¹: 2.43
Relative energy (zero: lowest compared OMol25 entry of this formula, charge and spin) in kJ/mol: 193.42
Lowest unoccupied orbital energy (spin up / spin down) in eV: -4.62 / -4.61

```
! wB97M-V def2-TZVPD RIJCOSX def2/J DEFGRID3
* xyz 1 1
C 1.2507 -0.3571 -5.3024
C -2.7179 -2.0334 -0.1803
S 2.2127 1.0378 -1.8080
N -5.8301 -3.9231 0.3095
C -0.5389 4.1353 4.4306
C -2.3233 -1.8718 1.2207
H 3.0049 -3.3878 1.4060
C -2.2086 -1.6492 -2.3869
H 0.6660 -0.2913 -6.2030
H -1.0007 1.2940 -4.5347
H -1.1893 -1.3781 4.8292
C -0.9099 4.5882 -0.4946
C 2.4617 -2.5606 0.9697
C 1.9615 0.2554 -3.3214
C 1.6153 -4.3323 -0.5660
C 2.1899 -1.2556 -4.9265
H 3.8468 -2.2509 3.1039
H -0.6491 5.6333 -0.3496
H 0.4490 5.1194 6.0566
C -3.1020 -2.4301 2.2459
H 1.6436 4.1433 -4.3224
C -3.3755 -2.2678 -2.8281
H -0.5884 4.0026 0.3582
H 3.5649 -2.5963 -2.9967
N 0.1950 2.8525 -3.4366
H -1.9888 4.4847 -0.5869
C -4.7181 -3.2627 0.5175
Sn 0.1243 0.0225 -0.4781
B 0.0988 1.7648 -4.5386
C -4.2368 -2.7889 -1.8879
H 2.6433 4.0903 5.5891
H 1.1888 -4.8903 0.2682
Se -6.4308 -4.4558 1.8749
C -1.5474 -1.5436 3.8232
N 2.6325 -0.8678 -3.6887
C -4.3071 -3.1531 1.8924
H 2.6803 -1.0919 3.7772
C 0.9751 3.9685 -3.4984
C 0.6975 4.7463 -2.4196
H -5.1649 -3.2736 -2.1591
N -0.2683 4.0988 -1.6989
H 1.0980 5.6972 -2.1163
H 2.5653 -2.1320 -5.4246
H 2.8746 2.4666 3.7238
H -1.4984 4.5907 4.6363
H 4.0505 -0.5015 2.8590
C 1.7311 -2.8701 -0.2146
C 1.9254 2.9426 3.9306
C -0.4040 3.2466 3.3771
C -3.9016 -2.6938 -0.5339
O 0.0841 1.6970 1.0833
H 3.6286 -1.1988 -1.9037
C 3.6882 -1.5163 -2.9403
H 4.6656 -1.2461 -3.3396
C 0.9223 1.6543 2.0333
H -3.2857 -2.7005 4.3620
C 0.5580 4.4332 5.2269
H 0.0589 -0.4402 2.9227
C 0.8267 2.6402 3.1284
H -1.4962 -1.2278 -3.0894
S -1.6363 1.7304 -1.7479
H -3.5921 -2.3221 -3.8853
N 1.8045 0.6719 2.2069
C -0.8394 -1.0179 2.7458
C -2.6928 -2.2628 3.5702
N -1.2038 -1.1763 1.4824
O 1.2390 -2.0283 -0.9880
C -0.5377 2.9155 -2.3101
C 3.3267 -1.3130 2.9285
C 2.5157 -1.3707 1.6624
H 0.9913 -4.4520 -1.4482
C 1.7907 3.8466 4.9695
H 2.6087 -4.7386 -0.7660
N 1.8636 -0.2481 1.2704
N -5.0972 -3.7321 2.7631
N 1.1178 0.5813 -4.3088
N -1.9029 -1.5282 -1.1069
H 0.3995 2.2877 -5.5747
H -1.2533 2.9911 2.7561
*
```

=====

Entry 5:
The following is a quantum chemistry calculation of 12 unconnected molecules or ions with the total composition C6H35NO12, from the Open Molecules 2025 dataset.

Computed properties:
SMILES string: CCN(C)[C@H](C)C=O.O.O.O.O.O.O.O.O.O.O.O
Max |F| in eV Å⁻¹: 1.56
Relative energy (zero: lowest compared OMol25 entry of this formula, charge and spin) in kJ/mol: 403.86
Lowest unoccupied orbital energy in eV: 0.14

```
! wB97M-V def2-TZVPD RIJCOSX def2/J DEFGRID3
* xyz 0 1
H 1.6172 3.2844 -0.8703
H 3.9139 -0.8963 0.8341
H 1.8007 0.5597 3.7487
H 3.8351 0.5910 -2.7399
O 0.8719 -3.3994 1.6454
C -1.1526 -2.0137 -1.5926
H -2.4452 -3.3275 1.2131
H 2.1201 1.7868 3.0245
H -3.9543 -1.1590 0.1110
H 3.4751 1.3613 0.4102
H -2.3041 -0.3431 0.6346
H 2.3537 0.8361 -2.5665
O 4.3413 -0.2633 0.2406
O 2.0089 1.4836 3.9402
O 3.5202 -2.3505 1.3454
H -0.6130 -0.2310 0.0506
H 0.7944 -4.0473 0.9398
H 2.6619 -2.4974 1.7691
H -3.7010 3.1834 -1.5623
O 3.1069 0.3800 -2.1433
H -4.2127 -2.4022 -1.0550
C -2.0813 -0.9982 -2.2396
H -0.7162 3.7717 2.6393
H 0.4664 -1.7244 -2.9945
H 3.4555 -2.7024 0.4569
N -1.3945 -2.1561 -0.1562
H 0.0381 -2.9153 1.6096
H 0.8748 -2.5170 -1.4611
H -3.1331 1.6978 -1.4678
H -2.3379 3.3177 1.2149
H 0.2130 2.2726 -1.3987
C -2.6059 -2.9318 0.2127
H 0.6122 -0.7227 -1.5796
H 0.6085 4.1258 3.1414
H 3.8014 -0.2387 -0.5683
C -3.9620 -2.2363 0.0009
H -2.2350 1.9678 0.5192
H -2.9381 -1.3631 -2.8404
C -1.3425 -0.8454 0.5558
H -1.1756 -1.0768 1.6102
H 1.2130 1.1214 -0.8674
O 0.7373 1.4931 -1.6147
H 3.6619 2.7944 0.9892
O -0.1464 4.5539 2.7186
H -1.2778 -2.9958 -2.0463
O -1.9333 0.1804 -2.0245
O -2.9782 2.6276 -1.2669
C 0.3138 -1.7091 -1.9182
H -4.7757 -2.7550 0.5042
H 1.5210 4.4874 0.0229
O 1.2046 4.1581 -0.8258
O -2.1305 2.3951 1.3781
O 3.0031 2.1167 0.8211
H -2.5985 -3.7287 -0.5022
*
```

=====

Entry 6:
The following is a quantum chemistry calculation of a molecular structure, C32H29N3O6PtS2Se, from the Open Molecules 2025 dataset.

Computed properties:
⟨S²⟩: 6.082
Max |F| in eV Å⁻¹: 0.81
Relative energy (zero: lowest compared OMol25 entry of this formula, charge and spin) in kJ/mol: 6.24
Lowest unoccupied orbital energy (spin up / spin down) in eV: -0.76 / -1.98

```
! wB97M-V def2-TZVPD RIJCOSX def2/J DEFGRID3
* xyz 0 5
H -1.3407 -1.6890 -2.9937
C 0.1629 -1.9246 -4.5494
H 0.2333 -1.4427 1.4284
H -5.1330 -0.1683 -4.3941
H 1.2349 -3.3174 2.7019
H 4.2439 3.7905 -0.5552
H 4.0379 2.3544 1.4847
H -0.4474 -2.5064 -5.2402
H 2.0084 0.9461 1.7513
C 2.3686 4.0015 -2.5089
H -3.5395 -0.6714 1.2598
C -3.1602 0.6625 -4.6100
C -1.4144 1.8969 2.6880
H -0.1010 -1.5482 6.3575
H 0.1018 -0.8766 -4.8471
H 3.1986 4.6841 -2.6426
C 2.9753 -1.8159 -0.6944
C -2.0077 1.0813 -3.9763
C -4.2278 0.1437 -3.8888
C -3.7507 -0.4980 0.2122
Se -1.6826 4.0453 1.0547
C 2.0138 -2.3507 -1.7477
O -2.4168 2.9195 0.1331
C 1.2500 2.3042 -1.1451
C 0.7331 -2.5106 3.2220
C 2.1491 1.5695 0.8761
C -0.3421 -2.1109 -3.1248
O 2.7996 -1.8319 6.4259
C -0.9798 0.7494 2.4506
H 1.2955 4.7182 -4.2173
N -2.7858 0.1055 -0.4891
C -2.9464 0.3540 -1.8084
N -0.8368 1.4356 -1.8341
C -4.1285 -0.0507 -2.4818
O -2.5010 5.3717 1.3655
C 1.2974 4.0146 -3.3949
Pt -0.9403 0.9650 0.2540
H -0.6443 3.2779 -3.8611
O -1.8623 3.0714 2.7504
C 0.2166 3.1783 -3.2201
H -1.1632 1.4149 -4.5597
C 3.2700 2.3572 0.7232
H -0.3579 -3.1538 -2.8039
O -0.1023 -1.2589 -0.6374
H 1.5649 -3.3015 -1.4540
C -0.4503 -0.4078 3.1758
C -4.9444 -0.8833 -0.3660
H 3.4549 -0.8939 -1.0269
C 0.1809 -1.4548 2.5097
H 2.4457 -1.6069 0.2361
H 1.1970 -2.2550 -4.6629
S 0.6553 -1.1875 -1.9437
C -1.8959 1.0151 -2.5548
C 3.3811 3.1528 -0.4072
C 2.6597 -3.0212 6.4257
C -0.5537 -0.4603 4.5701
S 1.3793 -3.8813 5.5008
H 2.4947 -2.4542 -2.7230
O -0.0921 4.1096 0.9055
C 2.3589 3.1567 -1.3640
C -5.1358 -0.6573 -1.7194
C 0.1739 2.2681 -2.1170
C 3.5374 -3.9767 7.1954
H -6.0590 -0.9516 -2.2048
H 3.7511 -2.5523 -0.4842
C 0.6396 -2.5436 4.6059
H -5.7031 -1.3654 0.2350
H -1.0565 0.3414 5.0967
H -3.2294 0.7339 -5.6884
C -0.0169 -1.5184 5.2792
H 3.0153 -4.9023 7.4335
H 4.4043 -4.2160 6.5773
N 1.1780 1.5173 -0.0471
H 3.8871 -3.4904 8.1035
*
```

=====

Entry 7:
The following is a quantum chemistry calculation of 12 unconnected molecules or ions with the total composition C21H66O12, from the Open Molecules 2025 dataset.

Computed properties:
SMILES string: CC(C)O.CC(C)O.CC(C)O.CCO.CCO.CCO.CO.CO.CO.CO.CO.CO
Max |F| in eV Å⁻¹: 1.88
Relative energy (zero: lowest compared OMol25 entry of this formula, charge and spin) in kJ/mol: 407.78
Lowest unoccupied orbital energy in eV: 0.21

```
! wB97M-V def2-TZVPD RIJCOSX def2/J DEFGRID3
* xyz 0 1
H -2.0665 -4.4696 -2.2924
H -2.3107 -2.4979 0.9702
H 0.0789 -3.6254 4.9013
C -0.6577 -2.7991 -1.9261
C -0.1504 -3.4733 2.7902
H -2.8418 3.6412 -0.9636
H 4.7173 -3.3345 -0.8666
H -3.5036 3.2851 5.9821
O 2.3774 1.7764 -0.3686
H -0.6380 -4.0515 2.0039
C 1.8077 -1.4662 -4.9486
H 0.1108 -0.2090 -5.5418
H 3.4627 3.3592 -1.2856
H 2.6576 -1.0636 4.9934
O -4.1274 -3.3622 0.5500
H -1.2303 3.0915 -0.3020
H 3.0172 -0.9225 -3.2993
O -2.6645 1.5919 3.1941
H 2.1043 -2.2793 0.6877
H 4.4570 2.0660 -0.4400
O -2.7195 3.5307 1.0905
H 2.9257 3.8436 -4.7504
H -4.7642 -2.9378 -0.0283
H -2.2056 3.6008 4.8591
O 1.5953 3.6312 1.7027
H -1.8271 -3.3713 -3.6496
C 2.2378 3.0548 -4.4424
H 2.7077 -0.7903 2.7558
H 0.9343 -3.5326 2.7787
H 1.4584 -3.0637 -3.8342
C -4.3557 0.8836 4.7697
H -0.7686 -2.8162 -0.8387
H 1.6433 -1.3077 -0.6861
H -0.5605 4.4363 -5.1602
H 0.2253 -1.7217 -6.4512
C -2.8220 2.8057 5.2747
H 3.7113 1.7577 -1.9316
H -2.7797 -2.8264 -2.3391
H -4.8485 0.2984 3.9963
H -2.2043 2.1014 5.8387
C -1.8902 -3.4299 -2.5567
H 2.5933 0.9568 3.0046
C -2.3240 3.0601 -0.2072
H -2.2706 0.7802 3.5401
C -3.3610 -2.3351 1.1948
C 0.4098 3.2142 2.3783
H -3.5251 -2.3880 2.2751
H 3.9652 -1.3656 -1.5399
H -0.0561 1.8025 -4.6720
H -4.2825 2.7347 3.7263
H -0.4236 -2.4335 2.5930
H 0.9652 4.2860 -3.2770
H -0.7589 -4.9981 4.2365
H 0.1819 1.9234 -2.8996
H -1.1247 2.8491 -3.6716
H -3.7458 0.2095 5.3880
C 2.2567 -0.0092 3.3777
H 0.6206 2.6445 3.2958
H 1.2375 -0.8429 -2.9598
H 2.2675 2.2705 -5.2008
H -0.3503 -1.7059 -4.7895
H -0.5479 -1.1110 0.5592
C 0.8691 3.5790 -4.1147
H 1.1634 -0.0634 3.3191
H -0.2238 2.6406 1.7140
O -0.1846 0.5646 -0.6546
H 2.4851 -1.1300 -5.7308
H -0.1791 4.0704 2.7384
O -1.9322 -3.2897 4.4077
H -2.1604 -3.4620 5.3262
O 4.6629 -2.7178 -0.1309
C 2.3061 -2.1194 -0.3791
C -0.6722 -3.9083 4.1461
H -1.4027 0.3984 1.0017
H -0.5465 -1.7897 -2.3057
C -0.4693 -0.0229 0.6042
H 2.1514 4.1231 2.3131
O 2.7062 -0.1436 4.7284
H 2.0710 -3.0384 -0.9129
O 1.9580 -2.8349 -4.6444
C 2.0308 -0.6469 -3.6758
H 2.1771 2.4290 0.3391
H -5.0883 1.2333 5.5054
H -2.5685 1.9937 -0.3093
C -3.5811 2.0453 4.1960
O 0.3953 4.3643 -5.2296
H 2.0357 0.4254 -3.8717
H -3.6780 -1.3306 0.9031
O 0.5336 -3.5250 -2.2739
C 3.7583 -1.7003 -0.5133
H 0.6994 0.9805 -0.5537
H 0.5122 -4.4022 -1.8835
C 0.3843 -1.2701 -5.4721
C 3.5442 2.3111 -0.9974
H 0.2887 0.1927 1.3662
H -2.5478 2.8032 1.7114
H 2.6730 2.6356 -3.5330
H 3.9254 -0.7981 0.0801
C -0.1171 2.4568 -3.8020
*
```

=====

Entry 8:
The following is a quantum chemistry calculation of 2 unconnected molecules or ions with the total composition C11H6FN2O8S3, from the Open Molecules 2025 dataset.

Computed properties:
Max |F| in eV Å⁻¹: 4.76
Lowest unoccupied orbital energy in eV: 1.16

```
! wB97M-V def2-TZVPD RIJCOSX def2/J DEFGRID3
* xyz -1 1
H 2.0350 -3.5343 1.7002
O 3.4247 4.4810 0.6111
N 2.4068 4.0816 0.0363
C 1.2600 3.7253 0.8392
S 0.5298 -1.2124 2.6139
O 0.4810 3.9413 4.9224
C 1.2136 3.8026 2.1854
C 0.1482 -2.5792 1.5027
O -1.4103 2.9546 4.5372
H -2.4280 -3.6276 -0.3746
C -0.0405 3.4080 2.7277
C -0.9405 3.0269 1.7926
C 1.0614 -3.5718 1.2356
H -1.9400 2.7008 2.0131
C -0.5370 -4.6333 -0.1937
S -2.2359 -1.2745 1.3233
H 2.0478 4.1344 2.7894
O 0.9574 -1.8709 3.8964
H -0.8124 -5.4432 -0.8521
F -1.5643 0.3062 3.4057
C -1.0941 -2.6068 0.9240
C -1.1491 -0.6029 2.5702
S -0.2477 3.1418 0.2199
N -0.3408 3.4340 4.1562
O 1.3972 -0.2521 1.8488
O 2.3261 3.9790 -1.1897
O -2.2502 -0.3335 0.1529
C -1.4439 -3.6254 0.0699
C 0.7149 -4.6065 0.3885
H 1.4226 -5.3965 0.1870
O -3.4739 -1.9535 1.8354
*
```